Entry 1
Computed, not measured: 2 unconnected molecules or ions with the total composition C4H11OP, with ωB97M-V/def2-TZVPD.

SMILES string: CC=O.CCP
Spin multiplicity: 1
LUMO energy (eV): 0.848
Net charge: 0
E_HOMO (eV): -9.51

The geometry in XYZ format:
```
17
Properties=species:S:1:pos:R:3:lowdin_charge:R:1
H 2.93238 1.25365 -0.73200 0.09
C -2.43498 0.00523 -0.74963 -0.43
O -3.07363 -0.59611 0.03464 0.07
C 3.52836 -0.42907 0.39011 -0.22
H -2.82856 1.92517 0.05158 0.11
H 2.22369 -0.28999 -1.37464 0.08
H -2.83652 1.87489 -1.69937 0.07
H 0.11133 0.17698 -0.40403 -0.18
C 2.42720 0.26840 -0.40966 -0.59
H -1.83977 -0.55614 -1.46028 0.10
H 3.27147 -1.53466 0.57373 0.10
H 4.49718 -0.23844 -0.13469 0.07
H -1.19502 1.69109 -0.86847 0.06
H 0.47666 1.80514 0.18888 -0.14
C -2.33829 1.44103 -0.84916 -0.08
H 3.73429 0.22997 1.23671 0.05
P 0.92633 0.57719 0.54274 0.83
```

***

Entry 2
Computed, not measured: a molecular structure, C4H11OP, with ωB97M-V/def2-TZVPD.

Spin multiplicity: 1
LUMO energy (eV): 0.568
Net charge: 0
E_HOMO (eV): -7.74

The geometry in XYZ format:
```
17
Properties=species:S:1:pos:R:3:lowdin_charge:R:1
C -0.62299 -1.15121 1.09054 -0.27
C -1.74217 1.99730 0.71221 -0.06
H 1.88653 1.14699 0.16324 0.06
H -0.92459 2.61373 0.96888 -0.14
H -2.59745 -0.05469 -1.28358 0.09
C 1.03597 -0.42877 -1.01378 -0.37
H 0.93789 -1.43117 -1.30225 0.05
H -0.56341 -0.65195 2.12615 0.08
O -1.76263 -0.64829 -1.25910 -0.33
C 2.12760 0.12467 -0.05355 -0.16
P -0.58042 0.05002 -0.20967 0.85
H -1.51794 -1.77822 1.08765 0.05
H 3.11655 0.02596 -0.47891 0.07
H 0.17218 -1.89207 0.79278 0.05
H 2.05050 -0.47166 0.83710 0.05
H -2.22466 2.35454 -0.16892 -0.13
H 1.20902 0.19480 -2.00879 0.12
```

***

Entry 3
Computed, not measured: a single C4H11OP molecule, with ωB97M-V/def2-TZVPD.

SMILES string: CCCC[PH2]=O
Spin multiplicity: 1
LUMO energy (eV): 1.008
Net charge: 0
E_HOMO (eV): -10.28

The geometry in XYZ format:
```
17
Properties=species:S:1:pos:R:3:lowdin_charge:R:1
H 0.47898 1.46192 0.02277 0.09
H -0.12101 -1.29386 -2.75222 0.04
C -0.69594 -0.56328 -2.21291 -0.12
H 0.28834 -1.51209 1.02639 0.07
H -1.13610 -2.02415 -0.67625 0.10
H -1.64890 -0.38830 -0.09975 0.12
C 1.15903 0.69326 0.53033 -0.26
H 1.21740 -1.40379 -0.42117 0.06
H -0.41994 0.57565 -2.38594 0.10
H 2.18818 0.44172 0.14996 0.07
H 1.48150 -0.48722 2.64330 -0.02
C 0.43243 -0.93850 0.10055 -0.20
C -0.87216 -0.94884 -0.69455 -0.29
P 1.21788 0.76665 2.33533 0.58
O 0.00685 1.22852 2.98778 -0.42
H 2.45220 1.36390 2.53256 -0.01
H -1.73798 -0.68164 -2.73551 0.09
```

***

Entry 4
Computed, not measured: a single C4H11OP molecule, with ωB97M-V/def2-TZVPD.

SMILES string: C=P(C)(C)OC
Spin multiplicity: 1
LUMO energy (eV): 0.836
Net charge: 0
E_HOMO (eV): -8.20

The geometry in XYZ format:
```
17
Properties=species:S:1:pos:R:3:lowdin_charge:R:1
H 0.93647 -0.99629 -2.93111 0.07
H -0.52965 2.29963 -0.62471 0.05
H 0.16983 -1.86639 -1.57515 0.06
C -1.22217 -1.14571 0.89400 -0.25
C 0.95364 0.68659 1.61099 -0.20
H -1.65148 2.02300 0.74586 0.05
H -1.97237 1.27927 -0.83988 0.05
P -0.26196 0.13019 0.38532 0.81
H -2.03775 -1.41796 0.25012 -0.02
H 1.54082 -0.16693 1.94160 0.05
C -1.19812 1.59086 -0.14335 -0.20
H 0.41851 1.11300 2.45671 0.05
H 1.94601 -1.75230 -1.66844 0.07
O 0.99275 -0.02122 -1.16117 -0.38
H -0.70081 -1.96729 1.36094 -0.01
C 1.00856 -1.21218 -1.85631 -0.26
H 1.60774 1.42373 1.15460 0.05
```

***

Of them, entry 2 has the lowest stability.

***

Entry 1
Computed, not measured: 3 unconnected molecules or ions with the total composition C3H12NO3, with ωB97M-V/def2-TZVPD.

Spin multiplicity: 1
LUMO energy (eV): -9.988
Net charge: +1
E_HOMO (eV): -13.95

The geometry in XYZ format:
```
19
Properties=species:S:1:pos:R:3:lowdin_charge:R:1
H 1.08845 -0.29980 0.48833 0.01
H 0.38917 2.43848 0.55808 0.14
H 1.21730 -2.13513 -0.04439 0.08
C -0.57229 -1.34675 -3.03063 -0.09
C -0.82476 0.87308 1.46264 -0.15
H -0.15057 -1.04447 -1.11968 0.01
H 0.72515 1.18177 2.93248 0.13
C 0.24543 1.36259 0.42277 -0.18
H -1.04983 -0.17410 1.18117 0.14
H -0.87767 1.21514 3.46921 0.14
H 0.46503 -1.61737 -3.26794 0.11
H -1.12022 -2.28475 -2.86787 0.11
H -1.65483 1.57925 1.43356 0.15
O 1.41656 0.67322 0.53818 0.09
H -0.16204 1.23933 -0.60518 0.16
N -0.23059 0.91645 2.74582 0.20
O -0.62317 -0.52471 -1.89432 -0.06
O 0.46616 -1.52023 0.08678 -0.10
H -1.03312 -0.83497 -3.87275 0.10
```

***

Entry 2
Computed, not measured: 3 unconnected molecules or ions with the total composition C3H12NO3, with ωB97M-V/def2-TZVPD.

Spin multiplicity: 1
LUMO energy (eV): -3.339
Net charge: +1
E_HOMO (eV): -14.38

The geometry in XYZ format:
```
19
Properties=species:S:1:pos:R:3:lowdin_charge:R:1
C 0.24809 1.92256 -0.79215 -0.11
O 1.27355 -0.85412 2.99907 -0.01
H 0.77454 -0.56220 3.84523 0.13
H 1.16954 2.49843 -1.31203 0.14
H -0.16322 0.89577 1.54147 0.15
H -1.11737 0.15204 0.30616 0.13
H 1.46172 -1.69949 3.05459 -0.04
H -3.48656 0.01295 -0.84969 0.14
C 0.63395 -0.39875 -1.43955 -0.20
H -0.39204 1.92856 -1.72402 0.10
O 0.17027 -1.45410 -1.16866 0.11
N -0.15524 0.20208 0.79970 0.17
H 1.94889 0.70334 0.01561 0.21
C 0.79068 0.67316 -0.29952 -0.35
H -0.07663 2.73432 0.10433 0.17
H -2.25021 -1.08580 -1.22637 0.09
O -2.45344 -0.12649 -0.95977 -0.12
H 1.24573 0.04761 -2.25249 0.15
H 0.01291 -0.74425 1.12149 0.12
```

***

Of them, entry 1 has the lowest stability.